1.
166
Properties=species:S:1:pos:R:3 method="wB97M-V/def2-TZVPD" e_lumo_ev=0.15 orbital_gap_ev=5.0 mol_weight_g_mol=1064.0 multiplicity=1 charge=-1
C 1.0673 -8.1749 0.9501
C 0.4137 -8.4997 -0.4705
O 1.3275 -8.4662 -1.5824
C 1.9742 -7.1855 -1.7267
C 0.9855 -5.9696 -2.0558
O 1.6952 -4.7010 -2.1894
C 1.5843 -4.0596 -0.8705
C 2.8304 -3.0669 -0.5713
C 3.2522 -3.5023 0.9117
C 2.1132 -3.3254 2.0303
N 2.0439 -4.5246 2.9485
O 4.0399 -3.3857 -1.3087
B 4.7848 -2.1876 -1.8030
C 6.0763 -2.0168 -0.7502
C 6.3955 -0.5069 -0.3555
O 7.5071 -0.5228 0.6231
C 7.0340 -0.5180 1.9424
C 7.9427 0.3006 2.9978
O 5.9833 -1.0556 2.3437
C 5.5611 -2.3827 -3.2452
C 5.5938 -3.7540 -3.9218
C 6.4036 -3.7086 -5.2174
C 7.0327 -2.4182 -5.6642
N 6.9974 -1.1204 -5.1058
C 6.2444 -1.2126 -3.9131
O 3.7238 -1.1643 -1.7476
C 2.5890 -1.4689 -0.8722
C 1.3747 -1.2219 -1.9002
C 1.4681 0.1667 -2.6554
O 1.5424 1.2385 -1.9776
N 1.4255 0.3325 -4.1069
C 2.2799 -0.6724 -4.8182
C 1.7489 1.7383 -4.4946
C 2.8221 -0.4224 0.3116
C 1.4977 0.1906 0.9569
C 1.7516 1.7492 1.3356
F 1.0925 -0.4385 2.2005
H 0.4269 -8.5828 1.8133
H 2.1304 -8.5824 1.0735
H 1.0922 -7.0276 1.0474
H -0.5358 -7.8681 -0.6335
H 0.0292 -9.5832 -0.4100
H 2.6629 -6.9037 -0.8564
H 2.6677 -7.2817 -2.6389
H 0.5671 -6.1773 -3.1095
H 0.0789 -5.9047 -1.3729
H 0.5676 -3.5360 -0.7522
H 1.5570 -4.9346 -0.1207
H 4.1838 -2.9667 1.2992
H 3.5175 -4.6149 0.8619
H 1.0911 -3.0288 1.6279
H 2.4423 -2.4582 2.7098
H 2.9070 -4.5450 3.5103
H 2.0096 -5.3729 2.3608
H 7.0082 -2.4068 -1.3089
H 5.9785 -2.6993 0.1676
H 6.7749 0.1300 -1.2333
H 5.5370 0.0535 0.1292
H 8.2753 -0.4383 3.7903
H 8.8268 0.7705 2.4469
H 7.2674 1.1295 3.3921
H 5.0836 -4.6549 -3.4713
H 6.5313 -4.6498 -5.8424
H 7.6538 -2.4832 -6.6289
H 6.1403 -0.2115 -3.3598
H 1.3664 -2.0486 -2.7003
H 0.3956 -1.3330 -1.3206
H 2.8603 -1.3710 -4.1384
H 1.5877 -1.2630 -5.5173
H 3.0271 -0.1075 -5.4749
H 1.9157 1.7492 -5.6329
H 0.8314 2.3810 -4.2827
H 2.7094 2.1396 -4.0354
H 3.4695 -0.8040 1.1668
H 3.4024 0.4532 -0.1504
H 0.5881 0.1909 0.2810
H 0.7869 2.3595 1.2423
H 2.0526 1.7454 2.4333
H 2.5877 2.2193 0.7324
O 0.3583 1.5456 -8.4406
P -0.7335 1.9662 -9.4412
N -2.0178 1.7445 -8.3118
C -2.1616 0.4952 -7.5701
C -2.0867 2.8513 -7.3526
N -0.5159 0.6518 -10.5098
C -1.3751 -0.5074 -10.6046
C 0.8664 0.2505 -10.7630
N -1.9478 2.5398 -10.6296
C -1.5524 3.8333 -11.1976
C -3.3946 2.5093 -10.4618
H -3.0413 0.5373 -6.9195
H -1.2904 0.2717 -6.9461
H -2.3416 -0.3494 -8.2308
H -2.0562 3.8134 -7.8772
H -1.2503 2.8274 -6.6462
H -3.0250 2.8275 -6.7915
H -1.1489 -1.2473 -9.8290
H -1.2501 -0.9977 -11.5766
H -2.4327 -0.2488 -10.5452
H 1.2532 -0.3928 -9.9641
H 1.5134 1.1267 -10.8401
H 0.9530 -0.2876 -11.7131
H -1.6850 4.6425 -10.4710
H -2.1266 4.0686 -12.0984
H -0.4965 3.8105 -11.4903
H -3.7489 3.2591 -9.7450
H -3.7556 1.5306 -10.1488
H -3.8839 2.7116 -11.4218
O -0.0310 4.5540 3.3364
P 0.2688 4.4877 4.8454
N -0.9618 3.3144 5.1284
C -2.3271 3.5249 4.6568
C -0.5362 1.9760 4.7022
N -0.2120 6.0885 5.2009
C -1.4641 6.4755 5.8111
C 0.1919 7.1103 4.2381
N 0.6751 4.3774 6.5882
C 2.1096 4.1326 6.7758
C -0.0750 3.6454 7.6000
H -2.9655 2.6837 4.9460
H -2.3858 3.6346 3.5691
H -2.7861 4.3952 5.1190
H 0.4595 1.7473 5.0992
H -0.4888 1.8938 3.6116
H -1.2129 1.2073 5.0862
H -2.2796 6.5135 5.0805
H -1.3780 7.4701 6.2636
H -1.7538 5.8115 6.6259
H -0.4866 7.1452 3.3774
H 1.2013 6.9148 3.8703
H 0.2141 8.1025 4.7020
H 2.3737 3.1027 6.5122
H 2.4181 4.3243 7.8077
H 2.6942 4.8058 6.1387
H 0.0467 2.5600 7.5076
H -1.1385 3.8795 7.5787
H 0.2712 3.9336 8.5996
O -6.0240 2.3854 5.8653
P -6.6677 1.4168 6.8753
N -6.0468 0.0077 6.0988
C -6.2387 -0.2106 4.6684
C -4.6255 -0.1900 6.4007
N -8.2862 1.7775 6.4655
C -9.1551 0.9498 5.6587
C -8.5872 3.1846 6.2116
N -7.3786 0.3490 8.1278
C -6.9974 0.7952 9.4725
C -7.4145 -1.1073 8.0954
H -5.7921 -1.1630 4.3650
H -5.7939 0.5810 4.0570
H -7.2910 -0.2994 4.4100
H -4.4493 -0.1072 7.4795
H -3.9977 0.5548 5.9000
H -4.2953 -1.1889 6.1030
H -8.9721 1.0891 4.5877
H -10.2052 1.1971 5.8503
H -9.0598 -0.1101 5.8960
H -8.3105 3.4794 5.1924
H -8.0478 3.8259 6.9117
H -9.6532 3.3917 6.3545
H -5.9471 0.5662 9.6832
H -7.6221 0.3317 10.2415
H -7.1326 1.8790 9.5634
H -6.4311 -1.5545 8.2793
H -7.8012 -1.4922 7.1529
H -8.0971 -1.4789 8.8685

=====

2.
159
Properties=species:S:1:pos:R:3 method="wB97M-V/def2-TZVPD" e_lumo_ev=-3.11 orbital_gap_ev=7.9 mol_weight_g_mol=938.2 multiplicity=1 charge=+1
C -2.0223 -0.7941 3.8211
C -1.1782 -2.1441 3.8454
C -0.0638 -2.1250 2.7078
C 0.6310 -3.5685 2.4968
C 1.2674 -4.0325 3.9085
C 2.7306 -4.6476 3.7561
C 3.9227 -3.5913 3.8767
C 3.5275 -2.0905 3.5299
C 4.7834 -1.1159 3.8347
C 4.2044 0.3724 3.8344
C 5.3039 1.3282 3.1901
C 5.0240 2.8808 3.3939
C 3.7057 3.4140 2.6787
C 3.7018 3.1263 1.1013
C 4.3909 4.3239 0.2614
C 3.6405 4.4158 -1.1431
C 4.5053 3.8089 -2.3759
C 3.4388 3.3183 -3.4581
N 3.9413 3.2119 -4.8595
C 2.9760 3.8343 -5.8112
C 2.8828 2.8363 -7.0741
O 2.1262 1.6690 -6.6735
C 2.1757 0.6988 -7.7351
C 0.8022 -0.1073 -7.9101
F 0.4864 -0.0233 -9.2941
F -0.2766 0.4602 -7.2362
C 0.9608 -1.6720 -7.6122
F -0.1839 -2.3395 -8.1029
F 2.0237 -2.1747 -8.3893
C 1.2477 -2.0160 -6.0845
F 1.1215 -0.9313 -5.2195
F 2.5887 -2.4556 -6.0033
C 0.3708 -3.2445 -5.5326
F 0.6207 -4.4203 -6.2447
F 0.6036 -3.3868 -4.1563
C 5.3145 3.7460 -5.0283
C 5.3890 5.1715 -4.3172
N 5.4088 4.9229 -2.8336
H -1.3789 0.0980 4.1453
H -2.5101 -0.5596 2.8286
H -2.8564 -0.8523 4.5944
H -1.8829 -3.0176 3.6879
H -0.7094 -2.2441 4.8737
H -0.5948 -1.9074 1.7220
H 0.6893 -1.3079 2.9306
H 1.4416 -3.4320 1.7139
H -0.1152 -4.3405 2.1424
H 0.5873 -4.8392 4.3518
H 1.2777 -3.1926 4.6725
H 2.8701 -5.4113 4.6095
H 2.7846 -5.2440 2.7923
H 4.3722 -3.6248 4.9181
H 4.7276 -3.8937 3.1196
H 3.2384 -1.9750 2.4339
H 2.6770 -1.6772 4.1669
H 5.6051 -1.2362 3.0670
H 5.1356 -1.3625 4.8934
H 3.9128 0.6644 4.8974
H 3.2496 0.4757 3.2155
H 5.4537 1.0096 2.1136
H 6.2928 1.1089 3.7239
H 4.9361 3.0924 4.5087
H 5.9026 3.4537 2.9628
H 3.5471 4.5338 2.8381
H 2.7907 2.8738 3.1034
H 2.6178 2.9579 0.8094
H 4.2673 2.1864 0.8151
H 5.5132 4.2112 0.1958
H 4.1130 5.2746 0.8347
H 3.3456 5.4659 -1.4612
H 2.6721 3.8090 -1.1512
H 5.1107 2.9452 -1.9518
H 3.1275 2.2634 -3.1375
H 2.5161 3.9682 -3.3370
H 1.9146 3.8945 -5.3998
H 3.2597 4.8896 -6.1192
H 3.9665 2.5403 -7.2996
H 2.4019 3.4067 -7.9268
H 2.9633 -0.0703 -7.4474
H 2.4767 1.1764 -8.7167
H -0.7261 -2.9973 -5.6461
H 6.1163 3.0188 -4.7016
H 5.4563 3.9304 -6.1479
H 6.4071 5.6256 -4.5802
H 4.6168 5.9173 -4.6615
H 5.2662 5.8229 -2.3546
H 6.3786 4.6335 -2.6051
C 4.5875 -8.9676 6.5563
C 4.5920 -7.7464 5.6578
O 3.9646 -6.6482 6.3121
H 3.5647 -9.2408 6.8256
H 5.0611 -9.8185 6.0617
H 5.1198 -8.7631 7.4896
H 4.0414 -7.9476 4.7371
H 5.6153 -7.4609 5.3932
H 4.4605 -6.4690 7.1197
C -4.1000 -1.4957 -9.9426
C -3.8308 -2.9005 -10.4463
O -2.4453 -3.0692 -10.7232
H -3.7842 -0.7567 -10.6826
H -5.1625 -1.3526 -9.7324
H -3.5314 -1.2966 -9.0294
H -4.3827 -3.0877 -11.3688
H -4.1351 -3.6458 -9.7043
H -1.9627 -2.9113 -9.9016
C -6.3897 1.3029 4.7274
C -5.5722 0.5662 3.6846
O -5.0319 -0.6272 4.2399
H -5.7722 1.5508 5.5939
H -6.8067 2.2247 4.3164
H -7.2098 0.6763 5.0895
H -4.7416 1.1866 3.3419
H -6.1874 0.3035 2.8177
H -5.7729 -1.1740 4.5324
C -8.6143 6.1695 4.9372
C -7.6737 5.0706 5.3899
O -6.8291 4.6680 4.3144
H -9.2282 5.8268 4.1008
H -9.2711 6.4821 5.7524
H -8.0517 7.0400 4.5856
H -8.2381 4.1963 5.7193
H -7.0470 5.4103 6.2209
H -6.3265 5.4417 4.0338
C 4.2202 -3.7744 -8.8790
C 5.0184 -4.5258 -9.9267
O 5.5530 -5.7241 -9.3765
H 4.8504 -3.5307 -8.0198
H 3.8122 -2.8512 -9.2898
H 3.3960 -4.3885 -8.5062
H 5.8529 -3.9177 -10.2805
H 4.3901 -4.7828 -10.7855
H 4.8117 -6.2621 -9.0742
C 1.7733 -1.1652 7.6642
C 0.3008 -1.4381 7.9047
O 0.0001 -2.8017 7.6329
H 2.0423 -1.3986 6.6305
H 2.0148 -0.1184 7.8639
H 2.3937 -1.7973 8.3060
H -0.3144 -0.8211 7.2469
H 0.0272 -1.2167 8.9413
H 0.5389 -3.3427 8.2223
C -9.8983 -0.4578 4.0838
C -9.0804 -1.1940 3.0414
O -8.5392 -2.3869 3.5987
H -9.2809 -0.2101 4.9499
H -10.3159 0.4641 3.6725
H -10.7185 -1.0842 4.4457
H -8.2503 -0.5737 2.6988
H -9.6951 -1.4566 2.1746
H -9.2778 -2.9336 3.8915
C -9.6020 5.8098 -0.1502
C -9.4873 6.1979 1.3109
O -9.9928 5.1581 2.1402
H -10.6434 5.6096 -0.4125
H -9.2221 6.6042 -0.7968
H -9.0399 4.8936 -0.3522
H -10.0671 7.1003 1.5129
H -8.4437 6.3893 1.5827
H -9.4709 4.3657 1.9643